1.
Formula: C5H11N2O
Source: OMol25
Level of theory: wB97M-V/def2-TZVPD

Atoms and positions in Å:
C1 1.5083 -1.0754 -1.9514
O1 1.2381 -2.2978 -2.4382
C2 1.1830 -1.0847 -0.4852
C3 0.5564 0.1739 0.1898
C4 -0.2210 -0.1257 1.4668
N1 -2.6400 1.4255 0.4955
C5 -1.9392 1.5964 1.6408
N2 -0.8157 1.0768 2.1164
H1 0.7174 -0.4452 -2.4584
H2 2.6412 -0.6314 -2.1340
H3 0.4182 -1.8801 -0.4120
H4 2.0683 -1.3062 0.1593
H5 -0.2561 0.6183 -0.6165
H6 1.2120 1.0751 0.3115
H7 -1.0467 -0.9881 1.3093
H8 0.5601 -0.4968 2.0963
H9 -2.0164 0.9089 -0.2011
H10 -0.6556 1.1148 -1.3367
H11 -2.5122 2.3416 2.2478

Results
Total energy in hartree: -381.6082
Total charge: -1
ΔE to the lowest compared entry with this formula, charge and spin in kJ/mol: 622.3

***

2.
Formula: C5H11N2O
Source: OMol25
Level of theory: wB97M-V/def2-TZVPD

Atoms and positions in Å:
C1 -2.0716 0.5985 0.7987
O1 -3.2944 1.0638 0.5160
C2 -1.0380 0.5537 -0.2474
C3 0.3341 0.0930 0.1563
C4 1.5983 0.5564 -0.6388
N1 1.0847 -1.9684 -0.2733
C5 2.3224 -1.5247 -0.3486
N2 2.6956 -0.2781 -0.3307
H1 -2.1741 -0.4504 1.1215
H2 -1.6969 1.0697 1.7401
H3 -1.5127 -0.0456 -1.0485
H4 -1.0807 1.6910 -0.7069
H5 0.5364 -1.1319 -0.0651
H6 0.5566 0.1248 1.2389
H7 1.3467 0.4096 -1.6917
H8 1.9315 1.5979 -0.5560
H9 -4.8738 3.0509 0.9481
H10 -4.4340 3.1917 1.5031
H11 3.1374 -2.2125 -0.3969

Results
Total energy in hartree: -381.6460
Total charge: -1
ΔE to the lowest compared entry with this formula, charge and spin in kJ/mol: 523.0

***

3.
Formula: C5H11N2O
Source: OMol25
Level of theory: wB97M-V/def2-TZVPD

Atoms and positions in Å:
C1 1.8035 0.6750 -0.2320
C2 -1.1747 0.6923 -1.1625
C3 -1.5523 -0.7710 -0.9811
C4 -0.5819 -0.1081 -0.0038
C5 -1.0012 0.0858 1.4442
N1 3.0382 0.3401 -0.4433
N2 0.8680 -0.2111 -0.0247
O1 1.4627 -1.6065 0.4750
H1 1.5835 1.7103 -0.3923
H2 -0.4460 0.8155 -1.8683
H3 -1.9544 1.4532 -1.1142
H4 -2.5504 -0.8514 -0.6515
H5 -1.1239 -1.6159 -1.5273
H6 -1.1577 1.1822 1.8038
H7 -0.2816 -0.2995 2.1494
H8 -1.9342 -0.4285 1.6679
H9 3.6157 1.1132 -0.4642
H10 3.4252 -0.6049 -0.2127
H11 0.7630 -1.9027 1.0620

Results
Total energy in hartree: -381.5041
Total charge: +1
ΔE to the lowest compared entry with this formula, charge and spin in kJ/mol: 419.8
SMILES: CC1(/[N+](O)=C/N)CC1

***

4.
Formula: C5H11N2O
Source: OMol25
Level of theory: wB97M-V/def2-TZVPD

Atoms and positions in Å:
C1 -0.4583 -1.7168 -0.7539
C2 0.0064 -0.2925 -0.6571
C3 -2.4701 0.3241 0.5225
C4 1.9630 1.2945 -0.0709
C5 1.2531 -0.1207 -0.0892
N1 -2.4726 1.5721 0.6776
N2 2.0157 -1.0549 0.5080
O1 -2.7651 -0.7675 0.6111
H1 0.2734 -2.2797 -1.3358
H2 -0.5089 -2.3721 0.2013
H3 -0.5746 0.4405 -1.2194
H4 1.4331 1.9987 0.6324
H5 3.0167 1.2450 0.2813
H6 1.8385 1.7895 -1.0654
H7 -1.8976 2.2374 0.2882
H8 -3.4327 2.0343 0.7880
H9 -1.5331 -1.8270 -1.0883
H10 2.7252 -0.5512 1.0948
H11 1.5880 -1.9538 0.6748

Results
Total energy in hartree: -381.5260
Total charge: +1
ΔE to the lowest compared entry with this formula, charge and spin in kJ/mol: 362.1